(1)
A molecular structure, C39H53ClF9N2O5PRhSSi at a distorted geometry, computed with ωB97M-V/def2-TZVPD.

Its relative energy (zero: lowest compared OMol25 entry of this formula, charge and spin) is 11.23 kcal per mole. For the total energy, the calculation gives -122513.8376 eV. Its gap between HOMO and LUMO (alpha / beta) is 6.42 / 6.65 eV. Its spin multiplicity is 1. Its charge is +1. For the LUMO energy (alpha / beta), the calculation gives -4.750 / -4.529 eV. The HOMO energy (alpha / beta) is -11.18 / -11.18 eV.

Cartesian coordinates (Å):
Rh  -0.8604  1.1620  -0.1547
F  5.9279  -0.6483  -3.9792
C  6.2316  -0.1543  -2.7747
F  6.9738  -1.0708  -2.1349
F  7.0098  0.9232  -2.9614
C  5.0036  0.2024  -1.9761
C  5.1803  0.7576  -0.7108
C  4.0772  1.1041  0.0405
C  2.7925  0.8853  -0.4654
C  2.6250  0.3359  -1.7274
C  3.7383  -0.0072  -2.4880
P  1.3874  1.4908  0.5230
C  1.6718  0.8359  2.1857
C  2.3603  -0.3682  2.3164
C  2.4497  -0.9945  3.5496
C  1.8398  -0.4211  4.6515
C  1.1521  0.7798  4.5369
C  1.0535  1.3965  3.3059
C  1.8959  -1.0905  6.0007
F  2.6307  -0.3761  6.8669
F  2.4279  -2.3155  5.9348
F  0.6685  -1.2081  6.5286
C  1.7965  3.2735  0.4870
C  1.9156  4.0938  1.6012
C  2.1868  5.4480  1.4444
C  2.3400  5.9799  0.1765
C  2.2537  5.1651  -0.9479
C  1.9818  3.8197  -0.7903
C  2.6564  7.4445  0.0085
F  3.9786  7.6558  0.0047
F  2.1709  7.9189  -1.1480
F  2.1327  8.1777  0.9987
H  6.1788  0.9206  -0.3272
H  4.2130  1.5424  1.0221
H  1.6312  0.1562  -2.1094
H  3.6155  -0.4436  -3.4691
H  2.8359  -0.8193  1.4556
H  2.9842  -1.9284  3.6497
H  0.6726  1.2118  5.4052
H  0.4699  2.3013  3.2179
H  1.8215  3.6886  2.5973
H  2.2767  6.0893  2.3106
H  2.3990  5.5841  -1.9343
H  1.9123  3.1808  -1.6640
Cl  -1.6091  0.7741  1.9407
N  -3.4868  5.1191  -0.8491
C  -2.7335  5.2057  0.4021
C  -2.0399  3.8674  0.5976
N  -1.2190  3.4666  -0.5735
C  -1.8455  3.7023  -1.8912
C  -2.5473  5.0485  -1.9679
H  -4.1170  5.9047  -0.9522
H  -4.5050  3.2848  -0.6650
H  -3.4126  5.3859  1.2350
H  -1.9964  6.0217  0.3750
H  -2.7953  3.1057  0.7693
H  -1.3890  3.8897  1.4723
H  -0.3595  4.0049  -0.5432
H  -2.5650  2.9106  -2.0763
H  -1.0658  3.6311  -2.6516
H  -3.0826  5.1268  -2.9135
H  -1.8112  5.8649  -1.9244
C  -2.5770  -5.1480  -2.7479
C  -1.8266  -3.8801  -3.1279
C  -0.9504  -4.1123  -4.3491
C  -2.7965  -2.7295  -3.3630
O  -0.9216  -3.5582  -2.0494
Si  -0.9158  -2.6509  -0.7235
S  -0.6243  -0.6317  -1.5377
O  0.3216  -3.0357  0.2369
C  1.5424  -3.7963  0.1247
C  1.2713  -5.1814  -0.4513
C  2.0756  -3.9043  1.5454
C  2.5089  -3.0245  -0.7617
O  -2.2839  -2.5355  0.1181
C  -2.7849  -3.2555  1.2723
C  -4.2940  -3.3092  1.0908
C  -2.2016  -4.6623  1.3469
C  -2.4108  -2.4631  2.5155
H  -3.2419  -5.4466  -3.5588
H  -3.1783  -4.9780  -1.8545
H  -1.8774  -5.9613  -2.5517
H  -1.5655  -4.3553  -5.2157
H  -0.2608  -4.9373  -4.1678
H  -0.3700  -3.2152  -4.5688
H  -3.4603  -2.9659  -4.1948
H  -2.2536  -1.8134  -3.6001
H  -3.4014  -2.5514  -2.4714
H  0.5603  -5.7260  0.1707
H  2.2018  -5.7485  -0.4881
H  0.8669  -5.1038  -1.4588
H  1.3752  -4.4575  2.1722
H  2.1975  -2.9068  1.9693
H  3.0364  -4.4195  1.5538
H  2.0758  -2.8823  -1.7546
H  3.4495  -3.5668  -0.8634
H  2.7112  -2.0439  -0.3278
H  -4.5540  -3.9006  0.2113
H  -4.6867  -2.3003  0.9621
H  -4.7595  -3.7603  1.9674
H  -2.3758  -5.2091  0.4198
H  -2.6719  -5.2102  2.1634
H  -1.1296  -4.6204  1.5365
H  -2.8954  -1.4867  2.5093
H  -1.3305  -2.3127  2.5558
H  -2.7238  -3.0075  3.4072
C  -5.3804  0.1663  -0.2544
C  -4.4595  1.3162  -0.5149
O  -5.0826  2.4819  -0.5327
O  -3.2605  1.1678  -0.6891
H  -6.4141  0.4414  -0.4413
H  -5.2699  -0.1182  0.7938
H  -5.0837  -0.6836  -0.8647

Force components x, y, z for each atom (eV/Å):
0.666 0.667 -1.075
-0.034 -0.020 -0.043
0.010 0.007 0.000
0.015 -0.042 0.048
0.020 0.048 0.000
-0.002 -0.006 -0.041
-0.014 -0.016 -0.010
0.023 0.030 0.064
-0.315 -0.102 -0.201
0.078 0.080 0.006
0.028 -0.002 0.042
-0.668 -0.402 -0.100
-0.120 -0.148 0.001
0.046 0.180 -0.051
0.002 0.110 0.144
0.027 -0.044 -0.043
0.016 0.007 0.001
0.110 0.083 0.008
0.025 0.004 -0.001
0.044 0.059 0.026
0.031 -0.061 -0.024
-0.071 -0.002 0.016
-0.192 0.019 -0.104
-0.002 -0.044 0.026
0.000 0.032 -0.015
0.017 -0.022 -0.038
-0.011 0.004 0.040
-0.051 -0.052 0.075
-0.017 0.008 -0.002
0.075 -0.003 0.004
-0.031 0.003 -0.054
-0.025 0.018 0.060
-0.004 0.001 0.019
0.016 0.013 -0.011
0.062 -0.020 -0.022
-0.016 0.013 -0.008
-0.051 -0.017 0.053
-0.001 0.034 0.032
-0.018 0.011 -0.011
-0.062 -0.066 0.023
0.011 0.041 0.003
-0.004 -0.022 0.017
-0.010 -0.004 -0.007
0.033 0.031 -0.022
0.127 0.062 -0.182
-0.139 -0.089 0.012
0.012 -0.107 -0.049
-0.102 0.362 -0.086
-0.025 -0.211 0.718
0.006 -0.012 -0.081
-0.020 -0.077 0.053
0.048 0.015 0.004
-0.033 -0.448 -0.025
-0.006 0.002 -0.001
-0.013 0.023 0.005
0.029 -0.070 0.035
0.024 -0.044 -0.017
0.049 -0.020 0.051
-0.055 -0.085 0.000
0.026 -0.016 0.022
-0.016 -0.021 0.006
-0.010 0.013 -0.011
0.055 0.038 0.023
-0.088 0.035 -0.035
0.000 0.026 0.065
0.064 -0.003 0.046
0.060 -0.251 -0.064
0.165 0.679 -0.115
-0.057 -0.191 0.925
-0.074 -0.114 0.114
0.063 -0.046 -0.039
-0.052 0.106 -0.007
-0.015 0.069 -0.042
-0.082 -0.018 0.019
-0.077 -0.151 -0.019
-0.033 -0.029 0.070
0.067 0.006 0.030
0.035 0.100 -0.031
-0.063 -0.041 -0.017
-0.004 -0.020 0.003
-0.036 0.003 0.027
-0.004 0.003 0.003
0.009 -0.004 -0.013
0.003 0.003 -0.007
-0.009 0.000 -0.027
-0.012 -0.010 0.003
-0.031 -0.004 -0.032
-0.009 0.014 -0.004
-0.011 -0.005 0.013
0.003 -0.016 0.014
0.016 -0.032 -0.012
0.010 -0.012 0.012
-0.037 -0.234 -0.109
0.016 -0.013 0.014
0.034 0.007 -0.006
0.020 0.012 -0.011
0.022 -0.016 -0.062
-0.011 -0.002 0.003
0.011 -0.079 0.031
-0.040 -0.009 -0.014
-0.021 -0.033 -0.049
-0.019 -0.017 -0.009
-0.006 -0.027 0.014
0.022 -0.090 0.001
-0.010 -0.007 0.010
-0.002 0.000 0.032
-0.056 0.059 -0.021
0.159 -0.271 -0.043
0.131 0.557 -0.008
0.315 0.311 0.022
-0.013 -0.020 0.014
0.005 0.035 -0.003
0.050 0.019 0.014

Mulliken population analysis, charges in e, atoms 1 to 5: 0.5198 -0.2833 0.6947 -0.2533 -0.2521

(2)
2 unconnected molecules or ions with the total composition CH6N2O at a distorted geometry, computed with ωB97M-V/def2-TZVPD.

Its relative energy (zero: lowest compared OMol25 entry of this formula, charge and spin) is 26.73 kcal per mole. For the total energy, the calculation gives -6161.3366 eV. Its gap between HOMO and LUMO is 10.56 eV. Its spin multiplicity is 1. Its charge is 0. For the LUMO energy, the calculation gives 0.971 eV. The HOMO energy is -9.59 eV.

Cartesian coordinates (Å):
N  1.5737  -0.5337  0.7232
C  0.5178  0.0304  1.4409
N  -0.6691  0.2446  1.0547
H  2.3868  0.0612  0.7482
H  1.2664  -0.8784  -0.1743
H  0.8376  0.5155  2.3670
H  -0.7853  0.2602  0.0449
H  -2.0971  -0.5040  -2.4089
H  -1.6647  0.7300  -1.5987
O  -1.3660  0.0741  -2.1970

Force components x, y, z for each atom (eV/Å):
-0.843 0.188 0.519
0.408 1.092 -0.696
-0.211 0.771 0.346
0.305 -0.311 -0.253
0.378 0.196 -0.275
-0.105 -0.815 0.419
0.153 -1.219 0.040
-0.317 -0.013 0.118
-0.816 0.925 0.687
1.049 -0.814 -0.907

natural (NBO) population analysis, charges in e, atoms 1 to 5: -0.8333 0.2968 -0.7163 0.3824 0.3821

Which formula does entry 1 have?
C39H53ClF9N2O5PRhSSi